1.
ORCA calculation (ωB97M-V with the def2-TZVPD basis set) on C6H9N3S in the gas phase in a non-equilibrium geometry.

Results
E_tot in eV: -21671.4848
E_HOMO in eV: -9.301
HOMO-LUMO gap in eV: 9.77

Each line ends with the Mulliken charge.
Geometry (Å):
C (3.159640, -1.164763, -0.043084)  -0.737
C (2.009730, -0.815684, -0.630561)  -0.217
C (1.139131, 0.353125, -0.066285)  -0.493
N (-0.235556, -0.137191, -0.037945)  -0.377
C (-1.223811, 0.578959, -0.295007)  0.636
N (-1.295829, 1.968927, -0.428210)  -0.308
C (-0.321928, 2.814732, -0.061499)  0.425
N (0.473356, 3.578140, 0.333589)  -0.484
S (-2.849762, -0.137149, -0.447390)  -0.178
C (-2.571678, -1.574301, 0.568970)  -0.769
H (3.719540, -2.058804, -0.352535)  0.243
H (3.545728, -0.629937, 0.779047)  0.269
H (1.587246, -1.387091, -1.454447)  0.278
H (1.299286, 1.227421, -0.665624)  0.286
H (1.420027, 0.684942, 0.953952)  0.323
H (-2.212403, 2.379025, -0.574740)  0.239
H (-3.567877, -2.071711, 0.758509)  0.298
H (-2.159469, -1.321736, 1.547186)  0.293
H (-1.915363, -2.286895, 0.116077)  0.272

Cartesian forces, eV/Å:
-0.9 -1.0 -1.4
0.2 0.8 1.6
0.6 -1.3 0.2
0.4 0.1 -0.4
-0.4 -0.3 0.4
0.0 0.6 -0.5
1.2 1.5 1.0
-1.5 -1.4 -0.9
0.0 0.2 0.1
-1.3 -0.8 1.0
-0.2 0.6 0.0
0.3 0.6 0.9
0.0 0.2 0.1
-0.2 0.5 -0.7
0.2 -0.6 -0.4
0.2 -0.1 0.0
0.9 0.6 -0.4
0.0 0.2 -0.2
0.4 -0.3 -0.4

2.
ORCA calculation (ωB97M-V with the def2-TZVPD basis set) on a molecular structure, C19H35N2O5SSi2TeV.

Results
2S+1: 4
E_tot in eV: -93066.8056
Charge: -1
E_HOMO (spin up / spin down) in eV: -4.137 / -4.908
HOMO-LUMO gap (spin up / spin down) in eV: 6.52 / 7.28

Each line ends with the Mulliken charge.
Geometry (Å):
V (0.073693, -0.856814, 1.965939)  0.693
O (-0.353444, -0.233986, 5.106547)  -0.556
C (-1.611464, 0.305605, 5.471355)  -0.597
C (-2.717602, -0.058220, 4.512504)  -0.696
N (-2.419123, 0.345307, 3.162268)  0.848
C (-2.151723, 1.748647, 2.933946)  -1.105
C (-0.761700, 1.972702, 2.328868)  0.474
O (-0.569051, 2.932940, 1.593279)  -0.659
O (0.114047, 1.090241, 2.668768)  -0.826
C (-3.282421, -0.270983, 2.183207)  -0.655
C (-2.881853, -1.695455, 1.821901)  0.207
O (-3.736024, -2.543309, 1.624008)  -0.736
O (-1.604146, -1.900604, 1.708504)  -0.244
H (-0.049816, 0.261875, 4.324294)  0.444
H (-1.876389, -0.089041, 6.455475)  0.418
H (-1.533819, 1.393418, 5.579266)  0.304
H (-2.846229, -1.144195, 4.504943)  0.385
H (-3.662216, 0.376550, 4.901512)  0.242
H (-2.896093, 2.211051, 2.277378)  0.343
H (-2.170229, 2.306983, 3.872365)  0.383
H (-4.338662, -0.273371, 2.488563)  0.200
H (-3.203059, 0.301587, 1.253194)  0.390
S (2.712968, -0.735600, 1.871534)  -0.420
C (2.362696, -2.382010, 1.475364)  0.398
C (3.277188, -3.366761, 1.054052)  -0.822
C (2.833502, -4.648094, 0.828123)  -0.070
C (1.484150, -4.968672, 0.997850)  -0.768
C (0.628924, -3.950771, 1.360033)  -0.431
N (1.055192, -2.703717, 1.576248)  0.144
H (4.316099, -3.091783, 0.933415)  0.412
H (3.537479, -5.411159, 0.515001)  0.361
H (1.103846, -5.966599, 0.833267)  0.402
H (-0.441381, -4.085066, 1.467172)  0.392
C (-0.737477, -0.842650, -3.849627)  -1.129
Si (0.626145, -1.607132, -2.826916)  0.136
C (1.715226, -2.578386, -3.999765)  -1.092
C (-0.128819, -2.775428, -1.599682)  -0.174
C (1.709614, -0.343550, -1.994241)  -0.737
Te (0.895490, 0.943712, -0.511011)  0.044
C (-0.245821, 2.200914, -1.829298)  -0.534
Si (0.673286, 3.755330, -2.271298)  0.240
C (-0.327707, 4.726669, -3.519747)  -1.053
C (2.312552, 3.347476, -3.063705)  -1.060
C (0.931312, 4.782681, -0.750079)  -0.955
H (-1.226773, -1.636342, -4.421053)  0.347
H (-0.365913, -0.098340, -4.558367)  0.323
H (-1.496743, -0.369758, -3.223422)  0.360
H (1.144598, -3.381087, -4.474718)  0.307
H (2.551808, -3.033270, -3.463918)  0.302
H (2.125391, -1.944033, -4.789397)  0.292
H (-0.958854, -3.314718, -2.064273)  0.483
H (-0.519997, -2.268019, -0.713133)  -0.289
H (0.603891, -3.510060, -1.258356)  0.099
H (2.210000, 0.303869, -2.719323)  0.441
H (2.496699, -0.875514, -1.447686)  0.364
H (-1.156556, 2.440500, -1.275592)  0.459
H (-0.524337, 1.624185, -2.712286)  0.137
H (-0.498474, 4.142795, -4.427824)  0.293
H (0.187033, 5.648049, -3.804194)  0.291
H (-1.302987, 5.001081, -3.110599)  0.299
H (2.177819, 2.820595, -4.012363)  0.297
H (2.924928, 2.722199, -2.409700)  0.357
H (2.868105, 4.267052, -3.265103)  0.356
H (-0.023657, 5.051285, -0.294305)  0.281
H (1.476128, 5.698273, -0.996924)  0.367
H (1.490750, 4.230923, 0.007762)  0.298

Cartesian forces, eV/Å:
0.6 0.4 -0.1
-0.2 -0.1 0.2
0.4 -0.1 0.2
-0.2 0.0 0.0
-0.1 0.0 -0.2
-0.1 0.1 0.0
0.0 -0.2 0.0
0.0 0.1 -0.1
0.0 0.4 0.0
-0.2 0.2 -0.1
0.8 -0.3 -0.1
-0.2 0.0 0.0
-0.7 0.0 0.0
0.0 0.1 0.0
0.1 0.0 0.0
0.0 0.0 0.0
0.0 0.0 0.0
0.0 0.0 -0.1
0.0 0.0 0.1
0.0 0.1 0.0
0.0 0.0 0.0
-0.1 0.0 0.0
0.0 -0.2 -0.1
0.0 -0.1 -0.1
0.1 0.2 0.1
0.0 -0.1 0.0
0.0 0.0 0.0
0.0 0.1 0.0
0.0 -0.3 0.0
0.0 0.0 0.0
0.0 0.0 0.0
0.0 0.0 0.0
0.0 0.0 0.0
-0.1 0.1 -0.1
-0.1 0.0 0.0
0.1 -0.1 -0.1
-0.1 -0.1 0.1
0.2 0.1 -0.1
0.1 0.1 0.6
-0.3 -0.3 -0.1
0.0 0.0 0.1
-0.1 0.1 -0.1
0.2 -0.1 -0.1
0.1 0.1 0.2
0.0 0.0 0.0
0.0 0.0 0.0
0.0 0.0 0.0
0.0 0.0 0.0
0.0 0.0 0.0
0.0 0.0 0.0
0.0 0.0 0.0
0.0 0.0 -0.1
0.0 0.0 0.0
0.0 -0.1 0.0
0.0 0.0 0.0
0.0 0.0 0.0
0.0 0.0 0.0
0.0 0.0 0.0
0.0 0.0 0.0
0.0 0.0 0.0
0.0 0.0 0.0
0.0 0.0 0.0
0.0 0.0 0.0
0.0 0.0 0.0
0.0 0.0 0.0
0.0 0.0 0.0

3.
ORCA calculation (ωB97M-V with the def2-TZVPD basis set) on 3 unconnected molecules or ions with the total composition C27H54N8O4P2 in a non-equilibrium geometry.

Results
E_tot in eV: -67558.6604
E_HOMO in eV: -8.232
HOMO-LUMO gap in eV: 7.03

Each line ends with the Mulliken charge.
Geometry (Å):
C (-3.552505, 1.265055, 6.708616)  -0.806
C (-3.850584, 1.205716, 5.232561)  0.605
O (-4.968809, 1.011197, 4.858739)  -0.557
O (-2.832827, 1.424664, 4.350925)  -0.207
C (-2.283259, 0.207931, 3.822148)  -0.488
C (-1.811750, 0.436004, 2.401898)  -0.673
C (-0.705913, 1.521749, 2.302872)  -0.457
C (0.620579, 0.959083, 2.854549)  -0.717
C (1.503597, 1.956161, 3.624089)  -1.155
C (0.781589, 2.822284, 4.625510)  0.685
C (0.044942, 2.226302, 5.689829)  -0.200
N (-0.629885, 2.868300, 6.601260)  -0.492
C (-0.566627, 4.224282, 6.429705)  0.217
C (-1.291833, 5.053752, 7.323059)  -0.489
C (-1.290976, 6.416648, 7.208878)  -0.574
C (-0.518757, 7.034636, 6.192662)  -0.424
C (0.190182, 6.258538, 5.316710)  -0.569
C (0.174175, 4.847502, 5.418056)  0.530
N (0.871946, 4.120049, 4.489247)  -0.562
H (-2.600307, 0.798321, 6.961761)  0.274
H (-3.458632, 2.323653, 6.970668)  0.146
H (-4.368198, 0.854121, 7.295061)  0.360
H (-3.060579, -0.563164, 3.815741)  0.572
H (-1.469861, -0.178890, 4.448386)  0.179
H (-1.398291, -0.505667, 2.024448)  0.306
H (-2.634130, 0.694642, 1.734124)  0.152
H (-1.088596, 2.380560, 2.861478)  0.338
H (-0.633254, 1.815442, 1.254776)  0.370
H (0.445216, 0.032721, 3.404191)  0.450
H (1.206322, 0.654457, 1.980238)  0.370
H (2.089015, 2.614594, 2.984147)  0.363
H (2.227581, 1.366520, 4.203540)  0.322
H (0.035862, 1.138515, 5.742256)  0.480
H (-1.880143, 4.596074, 8.110729)  0.421
H (-1.874489, 6.989759, 7.918553)  0.387
H (-0.492555, 8.114161, 6.111263)  0.384
H (0.761037, 6.748804, 4.538067)  0.435
C (-5.106025, -1.082180, -3.517640)  -0.904
N (-4.478996, -0.779584, -2.252180)  0.118
C (-5.487917, -0.405813, -1.266866)  -1.131
P (-2.971633, -0.004487, -1.981683)  0.872
O (-2.533516, -0.763367, -0.756848)  -0.794
N (-1.697285, -0.587047, -3.047492)  0.385
C (-1.924009, -1.686812, -3.972188)  -0.805
C (-0.439920, -0.864016, -2.340761)  -0.990
N (-3.308987, 1.378209, -3.029421)  -0.040
C (-2.990365, 1.426595, -4.440389)  -0.914
C (-2.782221, 2.606720, -2.392880)  -1.080
H (-5.558829, -0.200812, -3.998508)  0.306
H (-5.905157, -1.810403, -3.359279)  0.394
H (-4.427726, -1.559816, -4.218539)  0.195
H (-5.874020, 0.609162, -1.448226)  0.340
H (-5.071643, -0.437924, -0.258281)  0.264
H (-6.326324, -1.102931, -1.285181)  0.366
H (-2.340819, -2.575447, -3.477520)  0.339
H (-0.983717, -1.973065, -4.448457)  0.028
H (-2.573574, -1.404649, -4.801436)  0.260
H (-0.457115, -1.839433, -1.841705)  0.291
H (-0.227291, -0.104530, -1.589806)  0.263
H (0.394186, -0.862492, -3.045431)  0.243
H (-1.916776, 1.364176, -4.646901)  0.294
H (-3.353164, 2.378853, -4.835998)  0.414
H (-3.512764, 0.660778, -5.010314)  0.268
H (-1.683681, 2.618933, -2.384326)  0.343
H (-3.126923, 2.672801, -1.355771)  0.342
H (-3.135819, 3.501972, -2.905647)  0.371
C (2.778480, -4.433881, -4.410253)  -0.973
N (2.919739, -3.041326, -4.054368)  0.347
C (2.386759, -2.197337, -5.117721)  -1.298
P (4.214630, -2.289844, -3.191373)  0.832
O (3.320879, -1.413040, -2.332303)  -0.689
N (4.755807, -3.212571, -1.771159)  0.135
C (4.067866, -4.425492, -1.351429)  -1.069
C (4.931789, -2.383797, -0.573394)  -1.170
N (5.459746, -3.167050, -4.138777)  -0.055
C (6.008662, -4.461303, -3.791977)  -0.931
C (6.593081, -2.252597, -4.399698)  -1.098
H (3.413297, -4.731947, -5.259253)  0.327
H (1.741899, -4.627886, -4.697094)  0.376
H (2.966492, -5.101318, -3.574349)  0.213
H (3.063328, -2.162405, -5.986003)  0.279
H (2.237114, -1.175940, -4.760122)  0.404
H (1.414062, -2.560778, -5.453246)  0.341
H (2.985458, -4.275855, -1.231254)  0.252
H (4.470527, -4.771708, -0.397124)  0.392
H (4.236211, -5.257300, -2.033039)  0.285
H (3.982688, -2.177270, -0.066211)  0.349
H (5.394454, -1.428508, -0.818900)  0.354
H (5.591812, -2.893736, 0.132822)  0.353
H (6.553327, -4.465020, -2.842783)  0.314
H (6.708564, -4.750046, -4.581258)  0.414
H (5.254265, -5.242612, -3.778267)  0.223
H (7.153708, -2.031375, -3.481471)  0.382
H (6.226735, -1.303552, -4.806616)  0.353
H (7.281364, -2.672373, -5.134447)  0.344

Cartesian forces, eV/Å:
0.6 0.5 -0.1
-0.7 -0.2 0.7
-0.3 -0.1 -0.5
0.4 -0.1 0.4
-0.3 -0.5 -0.6
0.7 0.3 -0.3
-0.8 -0.8 0.5
0.2 0.7 -1.0
0.1 -0.4 0.8
0.2 0.3 -0.5
-0.2 -0.7 0.2
0.7 0.4 -0.9
-0.6 0.6 0.9
-0.2 0.1 0.2
0.3 -0.2 -0.1
-0.2 -0.3 0.2
-0.1 0.5 0.2
0.4 0.1 -0.6
-0.4 -0.3 0.4
0.0 0.0 0.0
0.1 -0.1 0.0
0.0 -0.1 -0.2
0.0 0.1 0.0
0.0 0.3 0.1
-0.1 0.0 0.0
-0.2 -0.1 0.2
0.3 0.1 0.0
0.2 0.1 0.1
0.0 0.2 0.3
0.0 -0.2 0.1
-0.2 0.0 -0.2
0.1 0.1 -0.2
0.0 0.0 0.0
0.1 -0.2 -0.1
0.1 0.2 -0.1
0.0 0.0 0.0
0.1 -0.3 -0.1
0.0 0.4 -0.5
-0.1 -0.6 0.4
0.3 0.2 0.4
0.1 -5.2 -4.8
-0.4 3.5 1.5
0.2 -0.1 -0.2
-0.3 0.0 -0.3
0.0 0.1 0.2
0.1 2.3 3.0
0.3 -0.5 -0.4
-0.1 -0.1 0.2
0.0 0.0 0.0
0.0 0.1 0.2
0.1 0.2 0.0
-0.1 -0.1 0.0
0.1 0.0 -0.1
0.0 0.0 -0.1
0.0 0.0 -0.1
0.1 0.1 0.2
-0.1 0.0 0.1
0.0 0.0 0.1
0.0 0.0 0.0
-0.1 0.0 -0.1
0.0 -0.1 0.0
-0.1 0.1 0.3
0.1 -0.2 0.1
0.0 0.1 -0.1
0.0 0.0 0.0
0.0 -0.1 -0.1
0.6 -0.3 -0.3
-0.7 0.4 -0.2
0.2 0.4 0.1
-3.2 -7.3 3.8
1.7 3.5 -2.2
0.4 -0.3 0.7
-0.1 -0.2 -0.3
0.0 0.2 -0.1
1.5 3.4 -1.9
-0.1 -0.4 0.6
-0.2 0.1 -0.1
0.0 0.0 0.0
0.0 0.2 0.0
0.2 0.1 0.0
-0.1 0.0 -0.1
0.1 0.0 0.0
0.0 -0.1 0.0
0.0 -0.1 0.0
0.0 0.2 0.1
-0.1 0.0 -0.1
0.0 0.1 0.0
0.0 0.0 0.0
0.0 -0.1 -0.1
-0.1 0.0 0.0
-0.1 0.3 -0.2
-0.1 0.1 0.1
0.1 0.0 -0.1
0.0 0.0 0.0
0.0 -0.1 0.0

4.
ORCA calculation (ωB97M-V with the def2-TZVPD basis set) on 8 unconnected molecules or ions with the total composition H16O8.

Results
E_tot in eV: -16639.2862
E_HOMO in eV: -11.223
HOMO-LUMO gap in eV: 11.17

Each line ends with the Mulliken charge.
Geometry (Å):
O (0.949422, 4.284011, -1.262248)  -0.634
H (1.201937, 3.360782, -1.273231)  0.312
H (1.289001, 4.615813, -0.431089)  0.322
O (-4.023817, 3.474703, -2.745368)  -0.632
H (-4.245288, 4.033122, -2.000156)  0.321
H (-3.464491, 2.791609, -2.375529)  0.308
O (-4.130698, -0.237904, 4.157781)  -0.643
H (-3.318718, -0.069430, 3.679726)  0.326
H (-4.339513, -1.151250, 3.961743)  0.315
O (-0.689941, -0.416928, 1.195665)  -0.643
H (0.168422, -0.791560, 0.997936)  0.312
H (-1.016340, -0.105930, 0.351287)  0.329
O (-1.636718, -0.438534, -2.921680)  -0.626
H (-0.719125, -0.559349, -3.165931)  0.307
H (-2.055667, -1.270026, -3.143771)  0.316
O (3.058610, -2.957352, 4.472850)  -0.638
H (2.173513, -3.040595, 4.827681)  0.317
H (2.929249, -2.825600, 3.533641)  0.321
O (2.380895, 0.250715, -2.746867)  -0.624
H (2.817673, 0.741591, -3.442927)  0.321
H (3.089946, -0.205287, -2.293497)  0.310
O (3.026815, -2.859232, 0.391475)  -0.634
H (3.958947, -3.001350, 0.226625)  0.314
H (2.595884, -3.622017, 0.005885)  0.323

Cartesian forces, eV/Å:
-0.1 0.1 -0.2
0.0 -0.3 -0.1
0.1 0.1 0.2
-0.1 0.0 -0.2
-0.1 0.2 0.2
0.2 -0.2 0.0
-0.2 0.1 0.2
0.3 0.1 -0.1
-0.1 -0.2 0.0
-0.1 0.0 0.3
0.3 -0.1 0.0
-0.1 0.1 -0.3
-0.1 0.2 0.2
0.3 0.1 -0.1
-0.2 -0.2 -0.1
0.2 0.0 0.1
-0.2 0.0 0.1
0.0 0.0 -0.3
-0.3 0.0 0.1
0.1 0.2 -0.2
0.1 -0.2 0.2
-0.1 0.2 0.1
0.3 0.0 0.0
-0.2 -0.2 -0.1